Formula: C4H10O2
Source: the Open Molecules 2025 dataset
Level of theory: ωB97M-V with the def2-TZVPD basis set

```
16
Properties=species:S:1:pos:R:3
H 1.354 -1.178 1.266
H 0.248 -1.666 -0.811
H 1.218 2.193 -0.961
H -2.276 1.045 0.070
H 2.088 0.091 -0.649
C -0.330 -1.153 -0.012
H 0.131 0.047 1.712
H -2.886 -0.609 -0.141
C 0.653 -0.421 0.877
O 0.668 1.598 -0.436
H 2.221 1.060 0.839
C 1.511 0.597 0.140
H -0.898 -1.915 0.512
C -1.989 -0.017 0.078
O -1.151 -0.228 -1.238
H -0.563 0.557 -1.245
```

Output
Energy relative to the best compared isomer or geometry (same formula, charge and spin) in kcal per mole: 143.7
LUMO energy in eV: 0.6